Entry from the OMol25 dataset: C45H28BCl84FIN3O5 as an isolated structure in a non-equilibrium geometry (ωB97M-V with the def2-TZVPD basis set).

The geometry in XYZ format:
```
168
C45H28BCl84FIN3O5 ωB97M-V with the def2-TZVPD basis set
C 1.903 -3.126 3.697
C 2.571 -2.718 2.249
F 3.561 -3.761 1.823
C 3.418 -1.278 2.308
C 2.298 -0.089 2.458
C 1.872 0.636 3.903
I 2.920 -0.162 5.698
C 0.745 1.869 3.988
C 0.400 2.557 5.444
C 1.056 4.089 5.570
C 2.633 4.089 5.060
N 3.534 4.885 6.010
C -0.014 2.352 2.583
C 0.374 1.595 1.144
C 1.533 0.402 1.055
C 1.963 -0.322 -0.360
C 3.417 0.106 -1.068
C 3.805 -0.676 -2.454
N 3.018 -1.733 -3.174
C 1.707 -2.082 -2.528
C 1.058 -1.460 -1.158
C -0.482 2.123 -0.187
O -0.710 1.321 -1.241
C -1.099 3.675 -0.166
C -1.340 4.340 -1.675
O -0.235 5.211 -2.105
O 0.756 5.183 -1.257
C -1.411 4.413 1.121
B -1.980 5.981 1.103
O -1.346 6.979 0.171
N -3.080 6.520 1.998
C -2.555 7.037 3.319
C -4.237 5.559 2.157
C -1.155 3.570 2.542
O -1.890 3.898 3.612
H 2.695 -3.317 4.553
H 1.321 -4.133 3.539
H 1.113 -2.322 4.068
H 1.716 -2.672 1.428
H 4.209 -1.331 3.169
H 4.030 -1.248 1.294
H -0.778 2.613 5.594
H 0.814 1.968 6.372
H 0.932 4.385 6.704
H 0.411 4.769 4.838
H 2.696 4.598 4.006
H 3.060 2.981 5.079
H 4.368 5.199 5.458
H 3.907 4.157 6.674
H 4.160 0.891 -0.617
H 4.857 -0.381 -2.936
H 1.058 -2.924 -3.071
H 0.019 -1.742 -0.690
H -1.449 3.486 -2.499
H -2.347 4.958 -1.730
H 0.903 6.148 -0.954
H -2.106 7.180 -0.481
H -1.368 7.075 3.249
H -2.891 8.169 3.488
H -2.809 6.369 4.249
H -4.213 5.022 3.197
H -4.337 4.836 1.234
H -5.234 6.216 2.153
C 6.566 -3.481 3.655
Cl 8.068 -3.819 4.551
Cl 6.584 -1.795 3.080
Cl 6.444 -4.583 2.261
Cl 5.166 -3.726 4.730
C -2.134 2.259 -5.653
Cl -2.981 0.943 -6.504
Cl -0.911 2.974 -6.733
Cl -3.310 3.511 -5.177
Cl -1.336 1.609 -4.199
C -5.134 4.306 -8.662
Cl -6.322 4.553 -9.966
Cl -3.583 3.781 -9.363
Cl -4.899 5.833 -7.775
Cl -5.733 3.055 -7.542
C 0.678 -7.044 5.581
Cl 2.038 -6.021 6.107
Cl 1.305 -8.455 4.692
Cl -0.235 -7.599 7.008
Cl -0.398 -6.102 4.518
C 5.178 -9.704 4.652
Cl 6.680 -10.042 5.548
Cl 5.196 -8.018 4.077
Cl 5.056 -10.806 3.258
Cl 3.778 -9.950 5.727
C -0.222 -1.308 8.484
Cl -1.785 -1.591 9.291
Cl 0.400 -2.847 7.837
Cl -0.445 -0.149 7.149
Cl 0.941 -0.644 9.659
C -2.022 8.228 -6.380
Cl -1.926 6.482 -6.722
Cl -3.732 8.720 -6.281
Cl -1.213 8.575 -4.831
Cl -1.218 9.134 -7.687
C 9.078 -0.852 -0.056
Cl 10.030 -1.866 -1.169
Cl 8.936 -1.670 1.520
Cl 9.892 0.718 0.161
Cl 7.452 -0.589 -0.736
C -3.222 -1.361 -9.837
Cl -1.720 -1.700 -8.941
Cl -3.204 0.325 -10.412
Cl -3.344 -2.464 -11.231
Cl -4.622 -1.607 -8.762
C 1.578 -5.178 11.444
Cl 3.080 -5.516 12.339
Cl 1.596 -3.492 10.869
Cl 1.456 -6.280 10.049
Cl 0.178 -5.424 12.519
C -7.722 0.517 -10.018
Cl -5.979 0.882 -9.967
Cl -7.987 -0.990 -10.931
Cl -8.337 0.320 -8.357
Cl -8.587 1.854 -10.817
C 0.513 -1.092 -12.996
Cl 1.587 -2.272 -12.203
Cl -0.820 -0.667 -11.894
Cl 1.440 0.376 -13.401
Cl -0.153 -1.803 -14.488
C -1.587 -8.665 14.643
Cl -3.280 -9.183 14.443
Cl -0.795 -8.597 13.048
Cl -1.544 -7.051 15.396
Cl -0.728 -9.829 15.683
C 2.313 3.354 11.087
Cl 1.747 1.702 10.736
Cl 3.428 3.317 12.477
Cl 3.162 4.006 9.663
Cl 0.917 4.391 11.473
C -1.587 -5.301 -2.997
Cl -0.226 -4.278 -2.471
Cl -0.960 -6.712 -3.887
Cl -2.499 -5.856 -1.571
Cl -2.662 -4.358 -4.060
C -0.987 4.769 -12.373
Cl 0.755 4.400 -12.450
Cl -1.288 5.946 -11.070
Cl -1.517 5.456 -13.929
Cl -1.896 3.273 -12.044
C 8.913 -7.322 7.607
Cl 7.350 -7.605 8.414
Cl 9.535 -8.861 6.960
Cl 8.691 -6.163 6.272
Cl 10.077 -6.658 8.782
C -2.187 -6.069 -12.243
Cl -1.113 -7.249 -11.450
Cl -3.520 -5.644 -11.141
Cl -1.260 -4.602 -12.648
Cl -2.853 -6.781 -13.735
C -6.087 -8.877 -11.677
Cl -4.344 -8.511 -11.626
Cl -6.351 -10.383 -12.590
Cl -6.701 -9.073 -10.016
Cl -6.951 -7.539 -12.475
C -3.087 3.357 10.652
Cl -2.799 4.751 9.581
Cl -4.677 2.642 10.284
Cl -1.813 2.137 10.395
Cl -3.057 3.896 12.350
C -6.387 11.078 -8.715
Cl -5.434 10.063 -9.828
Cl -6.528 10.259 -7.139
Cl -5.572 12.648 -8.498
Cl -8.012 11.341 -9.396
```

Summary:
Orbital gap ... 0.252 Ha
Total charge ... 0
LUMO ... -2.1050 eV
Multiplicity ... 1